Below is an isolated molecule of CH5IN2S in a non-equilibrium geometry, with properties calculated with ωB97M-V with the def2-TZVPD basis set.

## Properties
- E_HOMO (eV) = -8.664
- Kohn-Sham gap (eV) = 8.0423
- relative energy (zero: lowest compared OMol25 entry of this formula, charge and spin) (eV) = 0.793
- 2S+1 = 1

Last column: Mulliken charge in e.
Positions of all 10 atoms, in Å:
C: 0.91368 -1.19942 0.28787  -0.72
N: -0.69798 2.08301 -0.51991  -0.52
N: 0.47385 0.05961 -0.25448  -0.17
S: -0.63960 0.94462 0.49156  0.23
I: -2.78505 -0.49032 -0.13685  -0.24
H: 1.45155 -0.95414 1.20280  0.29
H: 0.15854 -1.89784 0.84408  0.24
H: 1.66792 -1.63571 -0.45666  0.29
H: -1.20437 2.96885 -0.21629  0.26
H: 0.66146 0.12134 -1.24212  0.33